{"formula": "C46H39GaN6O2S5", "method": "ωB97M-V/def2-TZVPD", "symbols": ["Ga", "O", "C", "C", "C", "C", "C", "C", "C", "O", "N", "N", "C", "S", "C", "C", "S", "H", "H", "H", "H", "H", "H", "H", "H", "H", "N", "S", "N", "S", "N", "S", "N", "C", "C", "C", "C", "C", "C", "C", "C", "C", "C", "C", "C", "C", "C", "C", "C", "C", "C", "C", "C", "C", "C", "C", "C", "C", "C", "C", "C", "C", "C", "C", "C", "C", "C", "C", "C", "H", "H", "H", "H", "H", "H", "H", "H", "H", "H", "H", "H", "H", "H", "H", "H", "H", "H", "H", "H", "H", "H", "H", "H", "H", "H", "H", "H", "H", "H"], "xyz": [[10.0601, -15.2390, 12.0689], [8.5293, -19.5619, 10.0664], [9.8889, -19.6341, 9.8143], [10.3211, -20.6381, 8.9411], [11.6180, -20.6110, 8.4680], [12.5052, -19.5905, 8.8105], [12.0680, -18.5886, 9.6800], [10.7856, -18.5785, 10.1831], [10.3246, -17.5735, 11.0836], [11.1231, -16.5460, 11.3059], [9.0969, -17.6958, 11.6119], [8.6715, -16.7639, 12.4943], [8.1674, -17.0922, 13.7484], [7.9471, -18.7689, 14.1029], [6.7320, -18.5832, 15.4624], [6.1736, -17.1649, 15.3678], [7.4167, -15.9594, 14.8638], [8.5012, -18.7544, 10.7933], [9.6549, -21.4729, 8.6855], [11.9847, -21.4152, 7.8041], [13.5276, -19.4637, 8.3643], [12.8035, -17.8821, 10.0652], [7.2721, -18.7779, 16.4091], [5.9779, -19.3474, 15.2607], [5.7824, -16.7149, 16.2692], [5.3940, -17.1626, 14.5712], [10.6627, -14.9099, 13.7830], [11.8816, -14.1020, 14.1758], [12.0711, -12.6036, 13.6447], [11.0196, -11.4090, 13.2510], [9.5608, -11.6387, 12.4625], [8.9916, -12.4933, 11.2563], [9.5257, -13.9030, 10.9154], [8.9338, -11.4550, 9.7974], [8.7855, -10.0838, 9.9065], [8.5172, -9.3463, 8.7385], [8.5726, -9.8831, 7.4880], [8.9147, -11.2517, 7.3762], [9.0940, -12.0717, 8.5062], [7.2911, -12.5960, 11.6696], [6.6957, -11.7480, 12.6151], [5.3112, -11.6641, 12.8188], [4.5046, -12.4097, 11.9638], [5.0799, -13.2686, 11.0276], [6.4460, -13.3598, 10.8841], [12.0469, -10.1653, 12.4337], [11.7471, -8.7841, 12.5546], [12.5334, -7.9249, 11.8184], [13.3605, -8.4020, 10.7990], [13.5876, -9.7772, 10.6044], [12.8882, -10.6330, 11.4547], [10.3972, -10.7873, 14.8825], [9.3950, -11.4821, 15.5047], [9.1052, -11.2821, 16.8511], [9.7225, -10.2720, 17.5495], [10.7463, -9.5432, 16.9037], [11.1216, -9.8250, 15.6129], [13.4378, -14.8743, 13.7303], [14.6214, -14.1595, 13.8333], [15.8098, -14.8408, 13.5262], [15.8329, -16.2072, 13.2971], [14.6614, -16.9274, 13.4492], [13.4214, -16.2335, 13.6104], [12.0495, -14.0878, 15.9857], [11.5199, -15.0477, 16.8528], [11.4742, -14.7445, 18.2084], [12.0398, -13.5709, 18.6999], [12.7547, -12.7662, 17.8435], [12.8522, -13.0646, 16.4865], [8.7894, -9.5928, 10.9064], [8.2683, -8.3116, 8.8752], [8.5665, -9.2846, 6.5545], [8.9674, -11.6972, 6.3703], [9.4016, -13.0975, 8.3704], [7.3666, -11.1053, 13.2229], [4.8269, -10.9653, 13.5235], [3.4292, -12.4773, 12.1250], [4.4466, -13.9489, 10.5310], [6.9051, -14.0977, 10.1855], [11.0453, -8.4127, 13.3633], [12.5032, -6.9025, 12.1180], [13.8186, -7.6207, 10.1588], [14.2415, -10.1847, 9.8293], [13.1099, -11.7147, 11.3689], [8.8913, -12.4141, 15.1514], [8.3574, -11.9107, 17.3375], [9.4602, -10.1036, 18.5917], [11.3246, -8.8253, 17.4936], [11.9832, -9.3372, 15.2138], [14.5295, -13.0862, 13.9692], [16.7182, -14.2660, 13.4649], [16.7366, -16.6926, 12.9141], [14.6110, -17.9845, 13.4299], [12.4674, -16.7448, 13.5784], [11.0611, -15.9676, 16.4856], [10.9729, -15.4299, 18.9042], [12.0685, -13.3424, 19.7572], [13.2107, -11.8674, 18.1923], [13.4201, -12.4784, 15.6998]], "charge": 2, "relative_energy_kcal_mol": 0.00, "energy_ha": -6170.2739, "mol_weight_g_mol": 937.9, "lumo_energy_ev": -5.427}


{"formula": "NO3Rb3", "method": "ωB97M-V/def2-TZVPD", "symbols": ["Rb", "Rb", "Rb", "N", "O", "O", "O"], "xyz": [[0.4363, 0.9429, -4.7612], [-0.9342, 4.6378, 1.7500], [4.8771, -1.7886, 1.2220], [-1.1094, -0.9620, 0.5026], [-2.0892, -1.5897, 0.5713], [-1.0790, 0.1464, -0.1145], [-0.1016, -1.3868, 0.8299]], "charge": 2, "relative_energy_kcal_mol": 56.99, "energy_ha": -352.0949, "mol_weight_g_mol": 318.4, "lumo_energy_ev": -5.933}